The following is a DFT calculation (wB97M-V/def2-TZVPD) of 2 unconnected molecules or ions with the total composition C5H14O2.

Cartesian coordinates (Å):
C -0.832600 -0.441936 1.094612
C -0.305228 -1.087831 -0.221493
C 1.047789 -1.750491 0.124060
C -0.166499 -0.047545 -1.292977
C -1.531086 0.400060 -1.880325
O -1.519579 1.688855 -2.454003
H -1.398754 0.477757 0.901775
H -1.527373 -1.124479 1.586777
H -0.104442 -0.121088 1.834335
H -0.974121 -1.872120 -0.569596
H 1.828809 -1.730196 -0.645176
H 0.899887 -2.821384 0.271756
H 1.506473 -1.274598 0.979329
H 0.373795 0.885924 -1.099540
H 0.385758 -0.439889 -2.162044
H -1.838105 -0.406788 -2.571808
H -2.334268 0.375192 -1.135650
H -0.600099 1.948494 -2.538242
O 2.064599 2.615541 3.052308
H 2.646154 3.036488 3.715356
H 2.378889 1.690034 3.010547

Forces on the atoms, in the same order (eV/Å):
-1.24 0.05 -0.39
1.45 0.78 1.50
0.20 -0.60 -0.73
-0.61 0.85 -2.16
-0.26 -1.15 0.58
0.06 -0.20 -0.18
-0.10 -0.24 -0.19
0.07 0.02 0.18
0.51 -0.33 -0.22
-0.25 0.12 -0.03
-0.40 0.31 -0.34
0.05 0.05 0.58
0.00 -0.15 0.38
0.13 -0.23 1.06
0.00 -0.25 0.26
0.09 0.56 -0.36
0.25 0.24 0.24
0.05 0.16 -0.17
0.70 -0.45 0.46
-0.45 -0.31 -0.51
-0.25 0.76 0.04

Calculated values
* SMILES string: CC(C)CCO.O
* HOMO: -10.071 eV
* gap between HOMO and LUMO: 10.751 eV